# 1
This record from the Open Molecules 2025 dataset describes a single C3H6N2O molecule. The level of theory is ωB97M-V/def2-TZVPD.

Calculated values
- Largest force on an atom: 3.34 eV/Å
- Energy relative to the best compared isomer or geometry (same formula, charge and spin): 483.86 kJ/mol

ORCA input file:
```
! RIJCOSX wB97M-V def2-TZVPD def2/J DEFGRID3
* xyz 0 1
C 0.82146 0.36543 1.10678
C 0.86959 1.21177 0.07951
C -0.47862 -0.16495 -1.39414
N -2.16876 -0.77531 0.12948
N -1.43609 -0.96587 -0.89422
O -0.04800 1.08146 -0.94136
H 1.59976 0.55685 1.89466
H 1.28762 2.15720 -0.10437
H 0.12587 -0.49108 -2.25967
H 0.25246 -0.54706 1.13665
H -1.76754 0.12941 0.47431
H -1.73888 -1.78986 -1.34320
*
```

***

# 2
This record from the Open Molecules 2025 dataset describes 3 unconnected molecules or ions with the total composition C29H53N4O7P2S. The level of theory is ωB97M-V/def2-TZVPD.

Calculated values
- Largest force on an atom: 7.25 eV/Å
- Calculated total energy: -2962.56505 Eh

ORCA input file:
```
! RIJCOSX wB97M-V def2-TZVPD def2/J DEFGRID3
* xyz 1 1
C -3.53718 -3.59137 -2.37648
C -2.92093 -2.56893 -2.93600
N -2.05971 -1.55097 -3.55585
C -0.72776 -1.92278 -4.08377
N -0.41918 -2.99155 -4.87686
P 1.26777 -3.38947 -5.39151
O 1.31011 -4.78701 -6.06069
P -1.63469 -4.15197 -5.52067
S -1.64705 -5.86855 -4.62158
N 0.22117 -0.87018 -3.56071
C 1.10854 -0.16361 -4.54579
C 2.65663 -0.53014 -4.12355
O 3.50608 0.63837 -4.02273
C 4.61793 0.30069 -3.11567
C 5.41716 -1.04117 -3.52721
C -0.70683 0.28005 -3.14475
O -1.67866 0.72756 -4.15343
O -0.12148 1.28955 -2.29988
C -0.28133 2.62848 -2.80048
O 0.76517 3.17468 -3.31871
C -1.59668 3.53900 -2.73601
C -2.21210 4.16297 -1.39884
C -3.53997 5.01223 -1.48399
C -4.31874 5.29763 -2.83090
C -3.70412 4.72040 -4.16753
C -2.38341 3.86900 -4.09507
C -1.71657 -0.72550 -2.30234
C -2.98679 0.22483 -1.86077
C -3.79545 -0.33286 -0.56884
C -3.37814 0.35014 0.83744
C -1.02155 -1.52462 -1.06603
N -0.37687 -0.64701 -0.04061
C 1.11779 -0.65892 -0.11375
H -4.20550 -4.42181 -1.96251
H 1.71383 -2.39579 -6.35812
H 2.10642 -3.40757 -4.21090
H -1.31528 -4.28301 -6.93612
H -2.91616 -3.46241 -5.49217
H 0.86109 -0.60142 -5.60202
H 0.96085 0.97105 -4.64021
H 3.06284 -1.24070 -4.95184
H 2.65930 -1.09368 -3.10540
H 5.40061 1.15436 -3.06511
H 4.14404 0.08884 -2.06764
H 4.93371 -2.02179 -3.11402
H 5.62385 -1.16201 -4.65138
H 6.46070 -0.98998 -3.00426
H -1.22960 1.19274 -4.89815
H -1.68131 3.95293 -0.40047
H -4.01712 5.45481 -0.51864
H -5.31062 5.90208 -2.89173
H -4.25415 4.90367 -5.17019
H -1.93173 3.43151 -5.06040
H -3.77702 0.30811 -2.71567
H -2.58773 1.27669 -1.55196
H -3.81305 -1.49888 -0.51351
H -4.91333 -0.03903 -0.74568
H -4.30212 0.25575 1.54511
H -2.52415 -0.22917 1.38375
H -3.15084 1.47580 0.74934
H -1.77527 -2.18990 -0.47177
H -0.19347 -2.27097 -1.41842
H -0.76528 0.30822 -0.01966
H 1.55968 -0.21034 -1.07950
H 1.45400 -1.76856 -0.07991
H 1.61855 -0.13807 0.80373
C 1.89418 -1.33709 4.60000
C 3.11146 -1.55802 3.71736
O 3.87969 -0.37921 3.50490
C 4.42403 0.23813 4.66617
C 5.36424 -0.66345 5.44741
H 1.24478 -0.56709 4.17026
H 1.32288 -2.26403 4.70009
H 2.17155 -1.00762 5.60251
H 2.77427 -1.89263 2.73236
H 3.74576 -2.35666 4.11362
H 3.61872 0.61676 5.30472
H 4.98080 1.11343 4.32017
H 4.85813 -1.55472 5.82404
H 5.78123 -0.12683 6.30381
H 6.18779 -0.99991 4.81043
C 0.32990 1.99369 7.94026
C -0.27486 1.42631 6.66654
O -0.81395 0.11904 6.82788
C -1.86341 -0.01872 7.77916
C -3.08175 0.83233 7.46474
H 1.11760 1.33287 8.31686
H 0.75923 2.98144 7.75077
H -0.41301 2.10037 8.73229
H 0.51056 1.34894 5.90975
H -1.03322 2.10008 6.25609
H -1.48808 0.18643 8.78725
H -2.15647 -1.07218 7.76749
H -2.84818 1.89904 7.46873
H -3.86824 0.65793 8.20388
H -3.47312 0.58717 6.47269
*
```

***

# 3
This record from the Open Molecules 2025 dataset describes a molecular structure, C3H7NO2S. The level of theory is ωB97M-V/def2-TZVPD.

Calculated values
- Largest force on an atom: 4.54 eV/Å
- Energy relative to the best compared isomer or geometry (same formula, charge and spin): 533.55 kJ/mol

ORCA input file:
```
! RIJCOSX wB97M-V def2-TZVPD def2/J DEFGRID3
* xyz 0 1
C 1.05682 -1.01755 -0.18358
C 0.47178 1.39839 -0.30276
C 0.03755 0.00176 -0.12394
N -1.27581 -0.31980 -0.54943
O -1.57244 -1.50193 -0.72805
O -2.03821 0.63299 -0.66605
S -0.65550 -0.01705 2.17427
H 0.89344 -1.56956 -1.14660
H 1.10004 -1.71678 0.61525
H 2.06671 -0.46726 -0.15188
H 0.96031 1.43848 -1.20431
H 1.16085 1.66103 0.39344
H -0.33779 2.09265 -0.33057
H -1.86775 -0.61538 2.20421
*
```

***

# 4
This record from the Open Molecules 2025 dataset describes a molecular structure, C45H39N7O3OsP2S2. The level of theory is ωB97M-V/def2-TZVPD.

Calculated values
- Largest force on an atom: 2.92 eV/Å
- Energy relative to the best compared isomer or geometry (same formula, charge and spin): 203.79 kJ/mol

ORCA input file:
```
! RIJCOSX wB97M-V def2-TZVPD def2/J DEFGRID3
* xyz 2 1
Os 0.21329 0.56425 -1.17826
C -0.07555 -3.61567 -0.48329
N 0.38214 -3.12312 0.77343
C 1.49067 -2.17721 0.76150
P 0.90505 -0.41185 0.86056
C 2.44669 0.53289 1.08350
C 2.28013 1.88343 1.40018
C 3.38123 2.71512 1.52037
C 4.65750 2.20309 1.31772
C 4.82679 0.86452 0.99319
C 3.72477 0.02953 0.86202
C 0.21347 -0.42901 2.53857
C 1.11599 -0.48457 3.60240
C 0.65002 -0.58060 4.90271
C -0.71617 -0.62684 5.14861
C -1.61456 -0.56276 4.09439
C -1.15149 -0.46550 2.79053
C -0.16386 -3.65353 1.98254
C 0.61430 -3.77375 3.12863
C 0.08812 -4.33360 4.28293
C -1.22411 -4.78021 4.32445
C -2.00296 -4.67010 3.18575
C -1.47843 -4.11654 2.02503
P -0.77572 -2.42525 -1.68991
C -1.26444 -3.37111 -3.11312
C -0.30080 -4.07751 -3.84321
C -0.68086 -4.77855 -4.97436
C -2.00627 -4.75760 -5.39230
C -2.96190 -4.05782 -4.66918
C -2.60140 -3.37601 -3.51667
C -2.05010 -1.28917 -1.19633
C -2.31587 -0.24281 -2.11314
C -3.31987 0.67347 -1.81989
C -4.04110 0.55834 -0.64278
C -3.80117 -0.49381 0.23400
C -2.80703 -1.41859 -0.03223
H -0.79596 -4.42080 -0.35276
H 0.75894 -4.02499 -1.07861
H 2.09480 -2.32304 -0.13739
H 2.13452 -2.32167 1.62614
H 1.27898 2.25831 1.56552
H 3.24425 3.76128 1.76504
H 5.52133 2.84750 1.42035
H 5.82340 0.46829 0.84465
H 3.87857 -1.01271 0.60550
H 2.18277 -0.43463 3.41803
H 1.35271 -0.60809 5.72531
H -1.07955 -0.70697 6.16536
H -2.67955 -0.57179 4.28950
H -1.84649 -0.36848 1.97432
H 1.65266 -3.47004 3.13541
H 0.72394 -4.44173 5.15243
H -1.62865 -5.21966 5.22609
H -3.02702 -5.02123 3.19054
H -2.11889 -4.05824 1.15360
H 0.74269 -4.06469 -3.54661
H 0.05848 -5.33636 -5.53369
H -2.29774 -5.29007 -6.28811
H -3.99315 -4.04259 -4.99570
H -3.35495 -2.85197 -2.94129
H -1.82588 -0.22999 -3.07801
H -3.54709 1.46782 -2.51771
H -4.80121 1.29131 -0.41081
H -4.39738 -0.59815 1.13167
H -2.62499 -2.23241 0.65560
N 0.18980 8.31681 2.12841
C -0.22090 7.08759 1.73589
C 0.21260 5.93462 2.42123
C -0.17995 4.68606 2.00774
C -1.02151 4.56026 0.89933
C -1.49753 5.69408 0.23239
C -1.10279 6.94264 0.64820
S -1.47086 3.00637 0.31105
O -1.41505 2.01539 1.34583
O -2.65697 3.13007 -0.49024
N -0.20847 2.53952 -0.72130
C -0.27488 2.89308 -2.05716
S -0.48972 4.40157 -2.83560
C -0.31163 3.60751 -4.35849
C -0.10650 2.28529 -4.19584
N -0.10188 1.88459 -2.87604
H 0.81263 8.43103 2.90624
H -0.12765 9.14001 1.65110
H 0.85081 6.04302 3.29015
H 0.12731 3.80367 2.55569
H -2.19796 5.57458 -0.58411
H -1.47663 7.82589 0.14455
H -0.37296 4.16035 -5.28198
H 0.03245 1.56580 -4.98871
N 4.27817 0.56508 -2.88192
C 3.06830 0.12798 -2.56164
O 2.28785 0.85077 -1.90970
C 2.71325 -1.23157 -3.00917
C 1.51361 -1.72252 -2.69815
N 0.44280 -1.36328 -2.10516
C 3.67470 -2.00334 -3.74098
N 4.47813 -2.61145 -4.29560
H 4.55417 1.49588 -2.61059
H 4.93120 -0.01307 -3.38817
*
```

***

# 5
This record from the Open Molecules 2025 dataset describes a single C4H4FNS2 molecule. The level of theory is ωB97M-V/def2-TZVPD.

Calculated values
- Largest force on an atom: 6.02 eV/Å
- Energy relative to the best compared isomer or geometry (same formula, charge and spin): 284.29 kJ/mol
- SMILES: F/C=C\C(=S)/C=N/S

ORCA input file:
```
! RIJCOSX wB97M-V def2-TZVPD def2/J DEFGRID3
* xyz 0 1
F -3.10596 -0.34755 -0.23892
C -2.10599 -1.14911 -0.00784
C -0.97476 -0.63718 0.28907
C -0.62445 0.81603 -0.07388
S -1.66926 2.12328 0.09940
C 0.90173 1.07136 -0.20164
N 1.61596 0.07026 -0.11503
S 3.25362 0.35403 0.03683
H -2.13503 -2.15390 0.15842
H -0.14182 -1.28272 0.77566
H 1.35700 2.03722 -0.38393
H 3.62894 -0.90173 -0.33813
*
```